Entry 1:
C2H4FIOS | ωB97M-V/def2-TZVPD

Structure (XYZ):
```
10
Properties=species:S:1:pos:R:3
C -0.12346 0.90907 0.70318
C 0.42640 0.04876 -0.80179
O 2.94098 0.40458 -0.30924
F -0.57121 2.15174 0.13717
S 1.98263 0.79961 -1.32863
I 2.53251 -0.87013 -3.29165
H 0.54989 1.15818 1.51840
H -0.97964 0.41254 1.10081
H 0.45563 -0.98627 -0.72780
H -0.36403 0.19185 -1.50950
```

Computed properties:
**Spin multiplicity**: 1
**HOMO-LUMO gap (spin up / spin down)**: 8.18 / 8.18 eV
**Lowest unoccupied orbital energy (spin up / spin down)**: -1.449 / -1.449 eV
**Energy above the lowest of the compared OMol25 structures with the same formula, charge and spin**: 15.4 kcal per mole
**Electronic energy**: -949.52107 Eh

Results of the Mulliken charge analysis, in e, for atoms 1 through 2:
1. C -0.184
2. C -0.821

---

Entry 2:
C2H4FN2O | ωB97M-V/def2-TZVPD

Structure (XYZ):
```
10
Properties=species:S:1:pos:R:3
C -1.45236 -0.19506 -0.06997
C 1.59619 0.43796 -0.02311
N 0.08396 -1.17521 0.31399
N -2.39626 0.44179 -0.05630
O 1.06933 -0.81291 -0.43199
F 0.63745 1.39351 -0.07866
H -0.33125 -2.14668 -0.01330
H 1.89160 0.53819 0.95238
H 2.21956 0.84349 -0.84635
H -3.31823 0.67493 0.25331
```

Computed properties:
**Spin multiplicity**: 1
**HOMO-LUMO gap**: 10.38 eV
**Lowest unoccupied orbital energy**: -5.888 eV
**Energy above the lowest of the compared OMol25 structures with the same formula, charge and spin**: 42.8 kcal per mole
**Total charge**: +1
**Electronic energy**: -362.75429 Eh

Results of the Mulliken charge analysis, in e, for atoms 1 through 2:
1. C 0.193
2. C 0.100